One molecule with the formula C4H9N3S, computed with ωB97M-V/def2-TZVPD.

Element x y z (Å)
C -2.723 0.159 -0.789
N -1.481 0.060 -0.143
N -1.103 -1.018 0.511
C 0.208 -1.176 0.575
N 1.182 -0.192 0.087
C 1.237 1.139 0.713
C 2.292 -0.739 -0.370
S 3.799 -0.133 -0.427
H -2.979 -0.535 -1.703
H -2.934 1.198 -1.045
H -3.427 -0.124 -0.049
H -0.721 0.447 -0.592
H 0.663 -1.954 1.252
H 1.450 1.977 0.004
H 0.306 1.385 1.159
H 2.077 1.354 1.460
H 2.154 -1.848 -0.643

Cartesian forces, eV/Å:
C -1.776 -1.109 -1.471
N -0.166 0.389 0.249
N 3.057 -1.479 0.368
C -1.472 0.107 1.513
N -1.427 0.425 1.117
C 1.724 1.591 0.008
C 1.412 -2.633 -0.714
S 0.043 0.404 -0.177
H 1.038 1.172 1.369
H 0.187 -0.129 -0.130
H -1.102 -0.217 0.604
H 1.599 1.456 -1.569
H -0.922 0.736 -1.016
H -0.280 -1.015 -0.143
H -0.896 -0.121 0.512
H -1.026 -1.244 -0.749
H 0.007 1.667 0.230

Computed properties:
HOMO energy in eV: -8.51
Energy relative to the best compared isomer or geometry (same formula, charge and spin) in kcal/mol: 61.7
E_LUMO in eV: 0.4923
Gap between HOMO and LUMO in eV: 9.0
Structure (SMILES): CN/N=C\N(C)C=S
Charge: 0

***

A 6-piece molecular cluster, C32H81N5O12 overall, computed with ωB97M-V/def2-TZVPD.

Element x y z (Å)
C -0.889 -4.047 -0.430
O -0.911 -2.705 -0.976
C 0.359 -2.212 -1.352
C 1.138 -1.821 -0.119
N 2.515 -2.257 -0.183
C 3.335 -1.967 0.982
C 4.657 -2.694 0.912
O 5.598 -2.206 1.836
C 6.691 -3.024 2.195
H -1.911 -4.458 -0.552
H -0.462 -4.121 0.560
H -0.254 -4.585 -1.205
H 0.108 -1.361 -2.030
H 1.056 -2.890 -1.947
H 0.566 -2.174 0.744
H 1.187 -0.772 0.066
H 2.691 -3.104 -0.700
H 2.942 -2.373 1.926
H 3.545 -0.924 1.125
H 4.945 -2.646 -0.137
H 4.567 -3.782 1.125
H 7.256 -2.391 2.964
H 7.297 -3.167 1.325
H 6.505 -4.010 2.625
C 4.394 -2.076 -6.876
O 4.064 -1.891 -5.532
C 2.867 -1.156 -5.417
C 2.355 -1.325 -3.988
N 2.940 -0.373 -3.055
C 2.153 0.806 -2.738
C 3.005 1.776 -1.904
O 3.431 1.156 -0.628
C 4.120 2.054 0.211
H 4.498 -1.098 -7.354
H 3.687 -2.698 -7.401
H 5.400 -2.459 -6.917
H 2.145 -1.597 -6.101
H 3.034 -0.059 -5.703
H 2.537 -2.337 -3.672
H 1.326 -1.031 -4.095
H 3.213 -0.857 -2.250
H 1.210 0.601 -2.113
H 1.702 1.233 -3.617
H 2.461 2.713 -1.754
H 3.916 1.980 -2.451
H 3.459 2.872 0.502
H 4.963 2.556 -0.273
H 4.367 1.466 1.106
C -1.495 -1.585 4.548
O -2.267 -1.517 3.413
C -2.646 -2.748 2.829
C -3.225 -2.587 1.476
N -4.492 -1.794 1.419
C -5.244 -1.788 0.150
C -6.376 -2.757 0.098
O -6.046 -4.079 0.379
C -5.519 -4.890 -0.658
H -1.051 -0.634 4.863
H -0.661 -2.225 4.344
H -2.013 -2.037 5.397
H -3.402 -3.223 3.447
H -1.758 -3.471 2.884
H -3.453 -3.551 1.090
H -2.452 -2.071 0.902
H -4.313 -0.835 1.670
H -4.639 -2.021 -0.715
H -5.655 -0.775 -0.043
H -6.935 -2.712 -0.873
H -7.088 -2.466 0.870
H -5.202 -4.322 -1.531
H -6.254 -5.612 -1.049
H -4.676 -5.418 -0.237
C 2.027 -0.809 4.083
O 1.533 0.169 4.982
C 2.132 1.377 4.800
C 1.385 2.561 5.416
N 0.018 2.617 4.954
C -0.806 3.668 5.549
C -2.147 3.695 4.931
O -2.714 2.474 5.187
C -3.786 2.077 4.385
H 1.720 -0.528 3.102
H 1.682 -1.780 4.412
H 3.128 -0.778 4.085
H 2.239 1.537 3.734
H 3.155 1.482 5.198
H 1.804 3.526 5.230
H 1.414 2.536 6.508
H -0.440 1.704 4.953
H -0.263 4.594 5.526
H -1.011 3.558 6.631
H -2.008 3.733 3.812
H -2.731 4.603 5.190
H -4.681 2.708 4.464
H -4.084 1.030 4.557
H -3.458 2.232 3.342
C -1.457 6.083 -3.536
O -2.102 4.934 -3.021
C -1.443 4.313 -1.945
C -2.004 2.979 -1.759
N -2.143 2.201 -2.975
C -0.897 2.094 -3.746
C -0.770 0.896 -4.604
O -1.792 0.906 -5.631
C -1.654 -0.224 -6.488
H -1.240 6.783 -2.716
H -2.157 6.578 -4.244
H -0.546 5.797 -4.016
H -1.382 4.893 -1.008
H -0.394 4.101 -2.198
H -2.970 3.003 -1.229
H -1.361 2.367 -1.073
H -2.757 2.623 -3.565
H -0.091 1.905 -3.000
H -0.829 2.987 -4.405
H -0.944 -0.116 -4.105
H 0.156 0.783 -5.161
H -2.399 -0.098 -7.289
H -1.928 -1.162 -5.942
H -0.653 -0.276 -6.874
O -0.621 0.724 2.359
C -0.894 1.525 1.225
C 0.315 2.311 0.879
O 0.610 3.309 1.859
H -1.200 -0.060 2.563
H -1.332 0.868 0.364
H -1.800 2.128 1.419
H 0.105 2.909 -0.014
H 1.131 1.584 0.714
H 0.418 2.918 2.728

Cartesian forces, eV/Å:
C 0.419 0.123 -3.125
O -0.198 -0.910 0.162
C 0.188 0.588 -0.723
C 0.546 -0.179 0.384
N 0.403 0.639 0.174
C 0.186 -1.691 0.762
C 0.528 -1.616 -0.489
O -0.656 0.603 0.386
C 0.685 1.579 0.876
H 0.588 0.352 0.561
H -0.047 -0.004 0.343
H -0.504 -0.096 1.294
H 0.412 -0.496 0.569
H -1.350 0.102 0.431
H 0.139 -0.494 0.266
H -0.185 1.157 -0.207
H -0.015 -0.239 0.484
H -0.769 0.421 -0.013
H -0.177 0.756 -0.233
H 0.886 0.253 -0.254
H -0.503 0.352 -0.157
H -0.628 -1.081 -1.107
H 0.756 -0.165 -0.544
H -0.719 0.040 0.079
C 0.958 1.002 0.135
O -0.083 -0.001 0.108
C 0.677 0.406 0.376
C 0.204 2.133 -0.940
N -0.152 0.519 -1.199
C -0.402 -0.899 2.240
C 0.261 -0.701 0.439
O -1.002 0.357 -1.795
C -0.680 0.144 0.170
H -0.390 0.123 -0.358
H -0.298 -0.309 -0.275
H 0.248 -0.677 0.002
H -0.390 0.039 -0.281
H -0.265 -1.229 0.438
H -0.264 -0.420 0.083
H -1.074 -0.725 0.286
H 0.494 -0.427 1.627
H 0.999 -0.196 -0.382
H 0.613 0.535 -0.583
H -0.019 -0.021 0.382
H 0.321 0.235 -0.264
H -0.231 0.077 0.264
H 0.361 -0.504 0.020
H 0.359 0.409 -0.317
C 0.689 -0.548 1.250
O -0.807 1.258 -1.561
C 0.595 -1.287 1.780
C -0.408 2.102 -0.801
N 0.010 -0.321 0.246
C 0.692 0.382 -0.192
C -1.719 0.119 -0.192
O 0.372 -1.018 0.239
C -0.474 0.358 -0.205
H -0.549 0.094 -0.404
H 0.877 -0.633 -0.047
H -0.306 0.108 0.104
H -0.309 -0.069 0.514
H -0.866 0.900 -0.587
H 0.015 -0.827 -0.462
H 0.061 -0.289 -0.640
H 0.220 0.020 0.194
H 0.846 0.118 -0.335
H 0.210 -0.475 0.231
H 0.532 0.241 0.444
H -0.162 -0.112 0.109
H 0.242 0.286 0.028
H 0.011 0.123 0.417
H 0.315 -0.322 -0.059
C 0.916 0.726 0.861
O -0.849 -1.303 1.137
C 1.131 2.521 -0.368
C -1.285 -0.900 0.703
N -0.611 0.121 -0.577
C 0.642 -0.814 1.274
C 0.132 1.122 -2.933
O -1.019 -1.463 1.667
C -0.148 0.475 -1.248
H -0.518 -0.165 -1.023
H -0.151 -0.136 -0.129
H -0.121 -0.279 0.087
H -0.060 0.400 -0.613
H 0.076 -0.671 0.131
H 0.935 0.482 -0.784
H 0.111 -0.572 0.433
H 0.178 0.479 0.179
H 0.134 0.698 -0.601
H 0.337 -0.475 0.060
H -0.033 0.347 0.601
H -0.048 -0.578 0.327
H 0.056 0.065 0.476
H 0.495 0.457 0.106
H -0.194 -0.499 -0.059
C -1.104 0.414 0.599
O -0.441 0.239 0.174
C 1.720 0.818 -0.309
C -0.890 -2.344 1.384
N 2.145 -1.943 1.164
C 0.161 0.156 0.991
C -2.224 -2.755 -1.422
O 0.364 0.035 -0.024
C -1.625 0.184 0.859
H 0.058 0.020 -0.206
H 0.545 -0.435 0.398
H 0.759 -0.045 -0.498
H -0.452 0.158 -0.264
H 0.235 0.564 -0.290
H 0.014 0.046 -0.400
H -0.476 0.785 -0.673
H -2.495 1.387 -1.789
H -0.252 1.087 -0.515
H 0.803 -0.297 0.525
H 0.426 1.316 0.254
H 0.707 0.493 0.284
H 0.469 -0.027 0.153
H 0.420 0.505 -0.301
H 0.610 -0.204 -0.395
O 0.352 -0.867 0.792
C -3.003 -2.137 -0.743
C 0.164 0.750 -0.069
O 0.043 -0.669 -0.028
H 0.214 1.204 -0.863
H 1.386 0.798 0.924
H 0.510 0.510 0.184
H 0.350 -0.427 -0.110
H 0.050 0.480 0.011
H 0.026 0.092 0.331

Computed properties:
HOMO energy in eV: -8.45
Energy relative to the best compared isomer or geometry (same formula, charge and spin) in kcal/mol: 63.3
E_LUMO in eV: 0.6110
Gap between HOMO and LUMO in eV: 9.1
Structure (SMILES): COCCNCCOC.COCCNCCOC.COCCNCCOC.COCCNCCOC.COCCNCCOC.OCCO
Charge: 0

***

One molecule with the formula C4H7NOS, computed with ωB97M-V/def2-TZVPD.

Element x y z (Å)
C -1.286 -1.555 0.246
N -0.182 -2.083 -0.095
O 0.586 -1.133 -0.852
C 1.334 -0.295 -0.056
C 0.528 0.974 0.389
C -0.683 1.144 -0.444
S -2.070 -0.052 -0.239
H -1.861 -2.147 0.973
H 1.705 -0.824 0.823
H 2.158 0.038 -0.712
H 1.178 1.842 0.274
H 0.203 0.854 1.435
H -0.435 1.147 -1.494
H -1.174 2.091 -0.247

Cartesian forces, eV/Å:
C -0.483 -0.372 0.308
N 0.429 1.238 0.660
O -0.716 -1.449 -1.405
C 0.343 1.299 0.414
C 0.441 -1.235 0.925
C -1.103 0.308 -1.033
S 0.709 -0.042 0.587
H -0.066 0.028 -0.671
H 0.275 -0.004 -0.077
H -0.138 -0.263 0.418
H -0.119 0.096 0.257
H 0.340 0.290 -0.166
H 0.133 -0.070 -0.382
H -0.048 0.177 0.165

Computed properties:
HOMO energy in eV: -9.20
Energy relative to the best compared isomer or geometry (same formula, charge and spin) in kcal/mol: 61.4
E_LUMO in eV: 0.7210
Gap between HOMO and LUMO in eV: 9.9
Structure (SMILES): C1=NOCCCS1
Charge: 0

***

A 2-piece molecular cluster, C4H11NO2 overall, computed with ωB97M-V/def2-TZVPD.

Element x y z (Å)
C 0.436 -1.525 2.850
C -0.266 -1.500 1.534
N -1.077 -0.414 1.265
O -0.187 -2.446 0.793
H 1.365 -2.172 2.807
H -0.499 -1.914 3.491
H 0.889 -0.593 3.286
H -1.503 -0.382 0.392
H -1.055 0.518 1.715
C 0.325 1.283 -2.910
C 0.400 0.773 -1.487
O 0.246 1.696 -0.491
H -0.598 1.867 -3.007
H 0.420 0.536 -3.686
H 1.048 2.118 -3.119
H -0.529 -0.035 -1.457
H 1.257 0.143 -1.254
H -0.671 2.048 -0.722

Cartesian forces, eV/Å:
C -0.084 -0.365 1.976
C 0.224 1.469 -0.184
N 0.544 0.770 1.946
O -0.228 -0.480 -0.746
H -1.724 0.011 0.067
H 2.667 0.584 -0.598
H -1.241 -0.369 -0.567
H -0.689 -0.304 -1.628
H 0.493 -1.438 -0.130
C 0.772 2.413 0.164
C -1.952 -4.165 -1.177
O -2.355 1.874 -0.106
H -0.366 -0.566 -0.226
H -0.148 -0.249 0.046
H 0.004 -0.983 0.272
H 2.041 1.545 0.109
H 0.252 0.259 -0.202
H 1.789 -0.009 0.982

Computed properties:
HOMO energy in eV: -9.73
Energy relative to the best compared isomer or geometry (same formula, charge and spin) in kcal/mol: 37.9
E_LUMO in eV: 0.6264
Gap between HOMO and LUMO in eV: 10.4
Structure (SMILES): CC(N)=O.CCO
Charge: 0

***

A 2-piece molecular cluster, C7H15NS overall, computed with ωB97M-V/def2-TZVPD.

Element x y z (Å)
C 2.683 -1.138 -0.879
C 1.227 -3.725 -1.806
C -0.393 2.319 1.445
C -0.964 1.028 2.024
C -0.191 2.130 -0.056
C -2.312 0.734 1.362
C -1.414 1.504 -0.662
N -2.342 0.909 -0.062
S 1.255 -2.005 -0.971
H 3.307 -1.119 -1.760
H 3.211 -1.348 0.039
H 1.553 -4.443 -1.064
H 1.894 -3.730 -2.660
H -1.100 3.135 1.616
H 0.549 2.578 1.931
H -0.272 0.208 1.822
H -1.095 1.111 3.104
H 0.008 3.084 -0.551
H 0.665 1.474 -0.247
H -2.623 -0.298 1.555
H -3.094 1.385 1.772
H 0.204 -3.919 -2.107
H -1.514 1.578 -1.741
H 0.758 -1.453 -2.106

Cartesian forces, eV/Å:
C 2.581 0.660 -0.658
C 0.042 -0.249 -0.392
C 0.151 -0.171 -0.031
C -0.245 0.157 -0.046
C -0.090 0.102 0.356
C 0.240 -0.101 0.542
C 0.287 0.139 -0.293
N -0.560 -0.214 -0.501
S -2.743 -2.242 2.942
H -0.049 0.718 -0.177
H -0.002 0.348 0.184
H 0.027 0.071 0.173
H 0.048 0.125 -0.121
H 0.032 0.051 0.032
H -0.024 0.081 0.004
H 0.038 -0.064 0.049
H 0.050 -0.087 0.013
H 0.050 -0.068 -0.061
H 0.068 0.046 -0.061
H -0.018 0.140 0.100
H 0.027 -0.088 0.067
H -0.335 0.092 -0.142
H 0.031 0.020 -0.199
H 0.394 0.535 -1.777

Computed properties:
HOMO energy (spin up / spin down) in eV: -4.06 / -8.91
Energy relative to the best compared isomer or geometry (same formula, charge and spin) in kcal/mol: 0.0
E_LUMO (spin up / spin down) in eV: 1.0626 / -1.6075
Gap between HOMO and LUMO (spin up / spin down) in eV: 5.1 / 7.3
⟨S²⟩: 2.01
Charge: 0
2S+1: 3